DFT (the ωB97M-V functional and the def2-TZVPD basis) results for C28H44BrN3P2Pd as an isolated structure in a non-equilibrium geometry.

Values from the calculation:
Spin multiplicity: 5
Lowest unoccupied orbital energy (spin up / spin down): -11.725 / -14.321 eV
Net charge: +4
ΔE to the lowest compared entry with this formula, charge and spin: 71.8 kcal/mol
Gap between HOMO and LUMO (spin up / spin down): 6.06 / 3.46 eV
<S²>: 6.0318
E_HOMO (spin up / spin down): -17.8 / -17.8 eV

```
79
Properties=species:S:1:pos:R:3:forces:R:3:mulliken_spin:R:1
C -6.199 -1.939 -0.713 -0.1 0.2 -1.0 0.11
C -5.529 -1.370 -1.824 -0.7 0.4 0.0 -0.09
C -6.274 -0.887 -2.902 -0.5 -0.4 0.3 0.09
C -7.633 -1.251 -2.981 -0.9 0.3 -0.7 0.00
N -8.208 -1.897 -1.972 3.3 0.8 0.1 0.80
C -7.564 -2.227 -0.855 -0.8 -0.5 0.8 0.00
C -4.087 -1.222 -1.831 0.7 -1.2 1.5 0.36
C -2.989 -1.668 -1.310 -1.9 -1.1 1.2 -0.21
C -1.987 -2.299 -0.512 -0.3 0.6 -0.7 0.10
C -1.324 -1.444 0.400 0.4 0.2 -0.1 0.01
C -0.047 -1.732 0.822 -0.3 0.3 -0.1 0.12
C 0.530 -2.907 0.356 0.5 -0.7 0.4 0.09
C -0.170 -3.855 -0.399 -0.8 0.0 -0.2 -0.01
C -1.463 -3.564 -0.830 0.5 -0.1 -0.2 0.04
Pd -2.619 0.027 -2.209 0.6 1.8 -1.1 0.60
P 0.948 1.991 1.034 1.4 3.9 1.9 0.56
H -5.838 -0.212 -3.652 -0.4 -0.7 0.1 0.01
H -5.696 -2.088 0.243 -0.3 -0.4 -0.3 0.01
H -8.216 -0.999 -3.874 0.0 -0.1 0.4 0.03
H -8.111 -2.725 -0.049 0.0 0.2 -0.2 0.03
H -2.050 -4.238 -1.464 0.4 0.1 0.2 0.00
H -1.812 -0.536 0.732 -0.1 0.1 -0.1 -0.01
H 0.295 -4.795 -0.663 0.0 0.0 0.0 0.00
H 0.519 -1.039 1.440 -0.1 -0.3 0.1 -0.06
C 2.762 2.482 1.125 0.2 -1.5 -0.3 0.05
C 3.141 3.952 1.004 -0.4 0.4 -0.2 0.04
H 3.230 1.901 0.311 0.2 0.2 0.4 0.00
H 3.116 2.032 2.063 -0.2 0.0 -0.3 0.01
H 4.219 4.046 1.197 -0.3 -0.1 0.0 0.01
H 2.953 4.338 -0.007 0.1 0.0 0.3 0.00
H 2.619 4.579 1.739 0.2 -0.1 -0.3 0.00
C 0.252 3.452 0.117 -0.4 -1.1 -1.0 0.08
C -1.269 3.552 0.207 -0.3 0.2 -0.2 0.00
H 0.564 3.322 -0.935 0.0 0.3 0.4 0.00
H 0.728 4.370 0.487 0.1 -0.5 0.1 0.03
H -1.646 4.073 -0.681 0.0 0.0 0.3 0.00
H -1.752 2.563 0.241 0.0 0.2 0.1 0.00
H -1.583 4.128 1.087 0.0 -0.3 -0.2 0.00
C 0.298 2.297 2.732 -0.9 -1.6 0.4 0.04
C 0.557 3.665 3.365 0.4 0.7 -0.3 0.05
H 0.727 1.508 3.366 -0.2 0.2 -0.3 0.00
H -0.787 2.105 2.679 0.2 0.1 0.1 0.00
H -0.018 3.739 4.301 0.1 -0.2 -0.3 0.01
H 1.616 3.798 3.624 -0.3 0.0 -0.1 0.00
H 0.237 4.497 2.721 0.1 -0.2 0.3 0.00
Br 2.288 -3.298 0.873 -0.1 -0.1 0.0 0.04
P 1.745 -0.314 -3.240 0.2 0.0 3.9 0.63
C 1.737 1.341 -2.420 -0.3 0.5 -1.1 0.07
C 2.774 2.272 -3.035 0.3 0.4 -0.2 0.02
H 1.925 1.194 -1.347 0.0 -0.5 -0.4 0.08
H 0.721 1.739 -2.529 0.1 0.1 -0.1 -0.02
H 2.745 3.258 -2.557 0.0 -0.2 -0.1 0.00
H 3.794 1.883 -2.932 -0.2 0.0 0.1 0.00
H 2.586 2.418 -4.103 0.0 0.0 0.2 0.00
C 2.767 -1.225 -1.988 1.1 -0.2 -0.8 0.07
C 3.700 -2.250 -2.626 0.2 -0.4 0.0 0.02
H 2.086 -1.710 -1.276 -0.2 0.3 -0.4 0.04
H 3.356 -0.487 -1.423 -0.2 0.0 -0.3 0.00
H 4.297 -2.739 -1.849 -0.1 0.1 -0.2 0.00
H 3.143 -3.024 -3.168 0.1 0.1 0.1 0.00
H 4.386 -1.765 -3.330 -0.1 -0.2 0.2 0.00
C 0.103 -1.010 -2.884 -0.2 -0.3 -1.0 0.08
C -0.779 -0.860 -4.121 -0.6 0.1 0.1 0.01
H -0.276 -0.494 -1.984 0.4 0.1 -0.1 0.04
H 0.220 -2.063 -2.609 0.1 0.1 -0.1 -0.01
H -1.744 -1.381 -3.989 0.2 0.0 -0.2 0.02
H -0.967 0.199 -4.351 0.0 -0.1 -0.1 0.00
H -0.284 -1.298 -4.991 -0.3 0.0 0.0 0.00
C 1.208 -2.420 4.963 -0.6 -0.1 -0.3 0.00
N 2.366 -1.595 4.606 -0.2 0.1 -0.5 0.00
C 3.371 -1.310 5.627 0.8 0.5 0.2 0.00
C 2.339 -0.841 3.529 -0.1 0.6 -0.3 0.01
N 2.325 -0.126 2.596 -0.2 -1.1 0.8 0.01
H 1.428 -2.922 5.911 -0.1 0.1 -0.4 0.00
H 1.024 -3.169 4.180 0.1 0.1 0.3 0.00
H 0.296 -1.810 5.079 0.3 -0.2 0.1 0.00
H 4.374 -1.516 5.229 -0.3 0.0 0.2 0.00
H 3.332 -0.255 5.937 0.0 -0.4 0.0 0.00
H 3.174 -1.948 6.490 0.1 0.1 -0.2 0.00
```
Forces are in eV/Å.

DFT (the ωB97M-V functional and the def2-TZVPD basis) results for C52H63BrCdClFN2O3SbSi as an isolated structure.

Values from the calculation:
Spin multiplicity: 1
Lowest unoccupied orbital energy: -2.524 eV
Net charge: +1
ΔE to the lowest compared entry with this formula, charge and spin: 56.7 kcal/mol
Gap between HOMO and LUMO: 7.78 eV
E_HOMO: -10.3 eV

```
126
Properties=species:S:1:pos:R:3:forces:R:3:mulliken_charge:R:1
Cd 0.228 -0.441 -0.037 0.3 -0.1 0.1 2.78
C -7.090 -0.958 1.171 0.1 -0.1 0.0 -1.49
C -6.966 0.234 0.231 0.1 0.0 0.1 0.27
C -7.719 1.428 0.788 0.1 0.2 0.0 -1.01
C -7.495 2.669 -0.064 0.1 -0.1 0.1 -1.06
C -6.023 2.987 -0.095 -0.2 0.0 0.0 1.17
C -5.561 4.274 -0.241 -0.2 0.1 0.0 -1.08
C -4.194 4.520 -0.301 -0.1 0.0 0.0 0.16
F -3.776 5.784 -0.492 0.0 0.1 0.0 -0.35
C -3.277 3.523 -0.178 0.2 -0.2 -0.1 0.46
C -3.724 2.207 -0.015 0.0 -0.1 0.0 -0.44
C -2.755 1.114 0.051 -0.1 0.0 0.0 1.38
O -1.560 1.294 0.382 0.1 -0.2 0.0 -0.67
C -3.302 -0.159 -0.312 0.3 0.4 -0.1 -0.04
C -4.638 -0.373 -0.249 -0.2 0.1 0.1 -0.34
N -5.532 0.600 0.024 -0.1 0.1 -0.1 0.16
C -5.097 1.930 -0.003 -0.1 -0.3 0.0 -0.53
C -2.318 -1.234 -0.610 0.1 -0.3 0.0 -0.43
O -2.409 -2.300 0.003 0.0 0.2 -0.4 -0.41
O -1.364 -0.892 -1.425 -0.6 -0.3 0.3 -0.94
H -8.137 -1.089 1.444 0.0 0.0 0.0 0.42
H -6.516 -0.778 2.084 -0.1 0.0 0.0 0.37
H -6.747 -1.892 0.724 0.0 0.1 0.1 0.45
H -7.387 -0.024 -0.742 0.0 0.0 -0.1 0.17
H -7.373 1.622 1.808 -0.1 0.0 0.0 0.36
H -8.775 1.170 0.837 0.0 0.0 0.0 0.42
H -8.050 3.519 0.331 0.0 0.0 0.0 0.47
H -7.857 2.488 -1.080 0.0 0.0 0.0 0.33
H -6.259 5.100 -0.334 0.1 -0.1 0.0 0.52
H -2.217 3.717 -0.253 -0.5 -0.2 -0.1 -0.12
H -5.032 -1.369 -0.417 0.0 0.1 0.1 0.69
C -0.145 4.807 -1.885 -0.1 0.1 -0.1 -2.21
C 0.544 5.045 -0.530 0.0 0.2 0.0 3.29
C -0.457 4.746 0.596 0.1 0.3 0.1 -2.73
C 0.913 6.543 -0.429 -0.1 0.0 0.0 -1.54
Si 2.106 3.989 -0.342 -0.4 -0.7 -0.2 -1.51
Br 1.299 1.750 -1.057 0.4 0.7 0.0 -0.51
C 2.679 3.692 1.440 0.0 0.1 0.1 2.86
C 3.786 2.644 1.536 0.3 0.1 0.2 -2.45
C 1.544 3.203 2.356 0.1 0.0 0.2 -1.85
C 3.227 5.033 1.965 0.0 0.2 0.0 -1.53
C 3.426 4.212 -1.688 0.1 -0.1 0.0 2.50
C 4.648 3.313 -1.428 0.1 0.0 -0.1 -1.75
C 3.903 5.676 -1.708 0.1 0.1 0.0 -1.78
C 2.883 3.853 -3.084 0.0 0.1 -0.1 -1.70
H -1.122 5.308 -1.872 0.1 -0.1 0.0 0.48
H -0.307 3.747 -2.101 0.0 0.2 0.0 0.30
H 0.424 5.242 -2.710 -0.1 0.0 0.1 0.54
H -1.388 5.282 0.377 0.2 0.0 0.1 0.71
H -0.097 5.127 1.554 -0.1 0.0 -0.2 0.36
H -0.680 3.679 0.707 0.2 0.2 0.0 0.50
H -0.008 7.130 -0.536 0.1 0.0 0.0 0.51
H 1.603 6.868 -1.210 -0.2 0.0 0.1 0.29
H 1.356 6.798 0.540 -0.1 0.0 -0.2 0.25
H 3.453 1.697 1.135 0.0 -0.2 -0.1 0.29
H 4.029 2.494 2.595 0.0 0.0 -0.1 0.67
H 4.705 2.936 1.031 -0.2 -0.1 0.2 0.33
H 1.009 2.347 1.933 0.0 0.1 0.0 0.02
H 0.818 3.977 2.590 0.1 -0.2 0.0 0.35
H 1.989 2.882 3.305 0.0 0.0 -0.1 0.61
H 4.102 5.371 1.392 -0.1 -0.1 0.1 0.30
H 3.541 4.909 3.008 0.0 0.0 -0.1 0.51
H 2.477 5.832 1.938 0.1 -0.2 0.1 0.29
H 5.231 3.650 -0.569 0.0 0.0 -0.2 0.40
H 5.305 3.362 -2.306 -0.1 0.0 0.1 0.70
H 4.366 2.262 -1.277 0.1 0.2 0.0 0.04
H 4.200 6.047 -0.719 0.0 -0.1 -0.2 0.26
H 3.141 6.349 -2.108 0.2 -0.1 0.0 0.43
H 4.776 5.746 -2.367 -0.1 0.0 0.1 0.51
H 2.580 2.805 -3.152 0.1 0.2 -0.1 0.31
H 3.684 4.022 -3.814 -0.1 0.0 0.1 0.58
H 2.033 4.472 -3.379 0.2 -0.1 0.0 0.29
Cl 4.129 -3.317 3.562 0.0 0.1 0.0 -0.17
C 4.039 -2.217 2.241 0.0 -0.1 0.1 0.21
C 5.163 -1.880 1.512 0.2 0.0 -0.2 -0.49
C 5.014 -1.009 0.445 0.1 0.1 0.1 -1.18
C 3.756 -0.519 0.145 0.0 0.1 0.2 -0.49
N 2.678 -0.814 0.875 -0.2 -0.1 0.1 0.80
C 2.822 -1.652 1.909 -0.2 0.2 0.0 -1.18
H 6.128 -2.303 1.768 -0.1 0.0 0.0 0.45
H 5.867 -0.718 -0.157 -0.1 -0.1 0.0 0.56
H 3.600 0.136 -0.702 0.0 0.0 0.0 0.53
H 1.943 -1.879 2.503 0.0 0.0 -0.1 0.73
C 3.613 -3.121 -1.587 0.0 -0.2 -0.1 -1.49
C 3.117 -4.534 -1.424 -0.1 0.0 0.0 0.75
C 3.923 -5.572 -1.908 0.0 0.1 0.0 -0.60
C 3.517 -6.891 -1.836 0.0 0.0 0.0 -0.71
C 2.279 -7.202 -1.279 0.0 0.0 0.0 -0.91
C 1.473 -6.186 -0.793 0.2 0.1 0.0 -0.47
C 1.886 -4.844 -0.841 0.1 0.1 0.1 0.48
Sb 0.427 -3.410 -0.081 0.1 -0.5 -0.1 0.34
C 0.409 -4.087 1.979 0.1 -0.1 0.0 1.05
C 1.256 -5.145 2.337 -0.3 0.1 0.1 -0.97
C 1.345 -5.593 3.651 -0.1 0.1 -0.1 -0.95
C 0.601 -4.970 4.638 0.0 0.0 0.0 -0.78
C -0.192 -3.881 4.308 0.0 0.0 0.0 -0.79
C -0.294 -3.412 2.999 0.0 0.0 -0.1 0.56
C -1.129 -2.178 2.758 0.0 -0.3 0.1 -0.61
C -1.055 -4.464 -1.186 -0.2 0.0 0.3 1.20
C -1.967 -5.286 -0.527 0.0 0.1 -0.1 -0.36
C -2.877 -6.043 -1.252 0.0 0.0 0.0 -0.95
C -2.882 -5.962 -2.640 0.1 0.0 0.0 -0.72
C -1.983 -5.123 -3.289 0.0 0.0 0.1 -0.91
C -1.052 -4.364 -2.577 0.0 0.0 -0.1 0.61
C -0.076 -3.473 -3.309 -0.1 -0.1 0.0 -1.24
H 3.737 -2.872 -2.646 0.0 0.0 0.1 0.54
H 4.583 -2.993 -1.106 -0.1 0.0 0.0 0.51
H 2.917 -2.405 -1.156 0.0 0.0 0.0 -0.45
H 4.882 -5.325 -2.357 -0.1 0.0 0.0 0.44
H 4.158 -7.678 -2.221 -0.1 0.1 0.0 0.40
H 1.942 -8.231 -1.223 0.0 0.1 0.0 0.45
H 0.516 -6.447 -0.358 0.0 0.0 0.0 0.58
H 1.862 -5.635 1.592 0.0 0.0 -0.1 0.41
H 1.998 -6.424 3.890 0.0 0.0 0.0 0.47
H 0.648 -5.317 5.666 0.0 0.0 -0.1 0.40
H -0.754 -3.375 5.088 0.1 0.0 -0.1 0.41
H -1.548 -1.812 3.695 0.0 0.0 0.0 0.56
H -1.940 -2.362 2.062 -0.1 0.0 -0.1 0.11
H -0.522 -1.363 2.343 0.1 0.1 0.0 -0.26
H -1.970 -5.331 0.557 0.0 0.0 0.0 0.54
H -3.578 -6.692 -0.738 0.1 0.1 0.0 0.45
H -3.581 -6.555 -3.220 0.0 0.1 0.1 0.40
H -2.002 -5.051 -4.371 0.0 0.0 0.0 0.43
H -0.223 -3.539 -4.386 0.0 0.0 0.0 0.54
H 0.955 -3.766 -3.096 0.0 0.0 0.0 0.16
H -0.211 -2.431 -3.013 0.0 0.0 0.0 0.00
```
Forces are in eV/Å.

DFT (the ωB97M-V functional and the def2-TZVPD basis) results for an isolated ion of composition C3H7N2O and charge +1 in a non-equilibrium geometry.

Values from the calculation:
Spin multiplicity: 1
Lowest unoccupied orbital energy (spin up / spin down): -4.395 / -6.010 eV
Net charge: +1
ΔE to the lowest compared entry with this formula, charge and spin: 140.1 kcal/mol
Gap between HOMO and LUMO (spin up / spin down): 9.30 / 6.76 eV
E_HOMO (spin up / spin down): -13.7 / -12.8 eV

```
13
Properties=species:S:1:pos:R:3:forces:R:3:mulliken_charge:R:1
C 0.338 -0.143 -1.536 -1.1 -0.2 -3.5 0.22
C -0.833 0.344 -1.024 2.1 0.0 2.1 -0.60
C 0.208 0.490 1.218 1.0 -3.0 0.6 -0.13
N 1.514 -0.216 -1.041 -0.5 1.4 2.1 -0.45
N -0.988 0.163 0.457 -1.9 1.9 0.4 -0.22
O 0.513 -0.524 2.061 -0.7 0.2 -0.5 -0.45
H 0.041 -0.386 -2.631 1.2 -0.1 1.2 0.28
H -1.746 0.255 -1.481 -1.9 0.2 -1.3 0.45
H 0.429 1.505 1.438 0.1 0.7 -0.1 0.41
H 2.240 -0.873 -1.212 0.2 -0.8 -0.9 0.27
H -1.753 0.867 0.836 1.4 -1.9 -1.1 0.41
H -1.356 -0.817 0.452 0.6 0.8 1.4 0.43
H 1.392 -0.666 2.462 -0.3 0.9 -0.5 0.38
```
Forces are in eV/Å.